# 1
{
  "formula": "C36H38AsBF4N2O2PPdS2",
  "method": "ωB97M-V with the def2-TZVPD basis set",
  "species": ["S", "As", "H", "C", "C", "N", "C", "B", "H", "H", "C", "C", "H", "C", "C", "H", "F", "H", "C", "C", "H", "H", "H", "C", "C", "Pd", "F", "H", "C", "H", "H", "C", "P", "C", "C", "H", "C", "H", "H", "C", "H", "N", "H", "C", "H", "H", "C", "C", "H", "C", "C", "H", "C", "C", "C", "H", "H", "H", "C", "C", "C", "C", "H", "H", "C", "F", "H", "H", "H", "H", "H", "H", "O", "S", "C", "C", "H", "F", "H", "H", "H", "C", "C", "H", "C", "C", "H", "O"],
  "coordinates": [[1.820, 0.648, -2.788], [-1.352, -0.768, -0.130], [-0.681, 4.032, -4.494], [-1.480, -1.193, -2.988], [-3.180, -1.516, 1.786], [1.251, -2.427, -0.597], [-3.189, -3.403, 3.267], [-1.034, 0.471, 3.685], [4.236, 2.295, -2.084], [6.082, 2.398, 4.248], [-3.195, -2.348, -1.752], [2.847, 0.792, 2.881], [-3.653, -2.608, -0.804], [-1.012, 4.495, -1.074], [2.885, 1.279, 4.182], [-5.462, 0.018, 2.394], [-0.100, -0.307, 2.940], [3.892, 5.853, -0.896], [3.967, 0.891, 2.062], [3.413, -1.816, 0.173], [-4.698, -1.885, 3.260], [-2.139, 3.448, -2.557], [4.319, 3.723, -3.117], [-3.659, -0.219, 1.252], [5.171, 1.952, 3.865], [0.959, -0.417, -0.191], [-2.032, -0.374, 4.205], [-4.590, -3.485, -2.916], [5.130, 1.467, 2.565], [-3.654, -3.956, 4.074], [-2.506, 1.991, -1.055], [2.682, -4.180, -0.572], [1.051, 2.170, -1.811], [-1.105, 3.761, -2.398], [2.524, -2.829, -0.269], [-1.545, -1.426, -5.117], [-3.162, 1.570, -0.302], [3.579, -4.765, -0.436], [4.075, 2.242, 5.688], [-1.366, -3.121, 1.720], [-3.537, -2.894, -5.076], [2.996, -0.609, 0.302], [3.705, 1.291, -0.016], [3.024, 3.959, -1.419], [4.463, -2.050, 0.356], [-0.411, -3.441, 1.329], [-4.818, 0.443, 1.634], [4.262, 3.384, -2.081], [-0.002, 4.876, -0.913], [-4.319, 2.229, 0.088], [-1.979, -3.837, 2.738], [-0.596, -0.568, -3.008], [0.614, -3.491, -1.107], [-3.785, -2.244, 2.802], [1.462, -4.605, -1.104], [-4.576, 3.183, -0.355], [1.937, 0.332, 2.518], [0.308, 5.037, -3.423], [-0.687, 4.623, -3.578], [3.017, 5.474, -1.429], [-2.073, -1.526, -1.776], [-2.012, -1.684, -4.175], [2.946, 3.597, -0.391], [6.010, 1.535, 1.933], [4.046, 1.861, 4.674], [-1.611, 1.424, 2.824], [-1.403, 5.441, -3.693], [-1.276, 3.856, -0.232], [-1.499, -4.723, 3.135], [1.990, 1.205, 4.788], [3.047, 5.841, -2.457], [1.210, -5.593, -1.456], [1.837, 3.546, -2.131], [0.941, 1.936, 0.200], [-3.128, -2.508, -4.151], [-1.987, -1.984, 1.230], [-1.697, 5.346, -1.101], [-0.355, 1.116, 4.734], [-6.039, 2.183, 1.370], [-0.404, -3.433, -1.458], [2.121, 5.862, -0.944], [-3.719, -2.840, -2.937], [-5.141, 1.664, 1.057], [4.959, 0.106, 0.345], [3.952, 0.439, 0.620], [-2.842, 0.367, 0.292], [5.151, 3.722, -1.544], [-0.383, 2.499, -2.435]],
  "homo_energy_ev": -5.28,
  "charge": -1,
  "relative_energy_ev": 0.1936,
  "orbital_gap_ev": 7.550
}



# 2
{
  "formula": "C13H31ClN16O7S",
  "method": "ωB97M-V with the def2-TZVPD basis set",
  "species": ["O", "H", "H", "N", "C", "C", "O", "H", "C", "H", "N", "N", "H", "N", "H", "H", "H", "C", "H", "C", "N", "H", "H", "N", "H", "H", "H", "H", "N", "O", "C", "H", "C", "H", "H", "O", "C", "H", "Cl", "H", "C", "N", "N", "H", "H", "H", "C", "O", "H", "N", "C", "N", "H", "N", "H", "N", "O", "H", "O", "H", "C", "S", "N", "H", "N", "H", "C", "H", "N"],
  "coordinates": [[7.969, 0.308, -3.336], [-4.044, -1.020, 0.576], [-2.232, 1.778, 4.649], [1.687, -6.617, -3.737], [-5.978, 2.770, 2.928], [7.474, -0.078, -4.382], [-7.067, 2.222, 2.920], [9.222, -0.538, -5.307], [2.653, -0.551, -1.788], [-8.434, -2.251, 2.286], [-1.388, 2.231, 4.943], [-7.751, -2.190, 1.556], [1.160, -4.187, -4.213], [0.828, -4.824, -4.911], [6.398, -0.849, -0.691], [-4.858, 4.392, 3.639], [7.839, -0.854, -6.294], [3.207, -1.753, -1.276], [4.890, -2.822, -0.457], [1.009, -6.180, -4.845], [-4.901, 2.268, 2.251], [-7.265, -3.019, 1.271], [-6.514, 4.321, 4.125], [1.308, 2.726, 0.190], [-0.305, 0.079, -0.475], [5.536, 1.241, -1.648], [0.021, 3.369, 7.594], [5.564, 0.246, -3.818], [2.299, -2.754, -1.260], [-2.428, -0.832, -1.321], [-7.433, -1.024, 0.911], [-5.035, 1.419, 1.729], [4.856, 0.410, -1.526], [0.334, -4.464, -5.706], [0.471, 2.284, -0.134], [-6.589, -0.983, 0.023], [5.361, -0.794, -0.977], [2.021, 2.954, -0.479], [3.026, 2.069, -2.583], [5.677, -0.399, -5.424], [3.557, 0.550, -1.902], [2.551, 3.616, 1.910], [-1.005, -0.007, 0.237], [2.650, 3.834, 2.882], [-3.998, 2.703, 2.247], [-2.968, -0.397, 1.783], [-1.274, 2.522, 6.273], [-2.141, 2.255, 7.086], [-7.890, 0.947, 0.879], [8.227, -0.533, -5.428], [1.398, 3.002, 1.517], [1.362, -0.619, -2.135], [3.292, 3.855, 1.279], [6.122, -0.086, -4.582], [-0.681, 2.445, 4.260], [-0.102, 3.140, 6.626], [0.599, -6.937, -5.703], [-8.793, 0.069, 2.054], [0.507, 2.723, 2.315], [-0.786, 0.260, 1.182], [-2.213, -0.519, -0.165], [0.954, -2.158, -1.835], [-3.142, -0.649, 0.829], [0.622, 3.365, 5.972], [-5.745, 3.929, 3.616], [1.837, -7.604, -3.654], [4.550, -1.878, -0.846], [2.030, -6.008, -3.019], [-8.111, 0.076, 1.322]],
  "homo_energy_ev": -9.54,
  "orbital_gap_ev": 8.226
}



> What is the formula in the first record?

C36H38AsBF4N2O2PPdS2



> Number 2 is which compound?

C13H31ClN16O7S



> What is the formula in the first record?

C36H38AsBF4N2O2PPdS2